Computed, not measured: a structure of composition C16H30MoN3OPSi, with ωB97M-V/def2-TZVPD.

Structure (XYZ):
```
53
Properties=species:S:1:pos:R:3
Mo -0.163 0.144 0.195
Si -1.626 2.100 0.160
P 0.172 0.626 -2.052
N 1.574 0.101 0.710
H -1.018 -0.842 -0.771
C 1.076 -0.619 -2.998
H 1.162 -0.226 -4.021
H 0.490 -1.546 -2.996
H 2.072 -0.826 -2.579
C -0.850 1.400 -3.335
H -0.221 1.595 -4.219
H -1.317 2.331 -2.989
H -1.622 0.675 -3.608
C 1.466 1.937 -1.791
H 1.782 2.311 -2.768
H 2.329 1.527 -1.244
H 1.065 2.769 -1.194
C -3.502 1.803 0.147
H -3.714 1.091 0.956
H -3.831 1.389 -0.815
H -4.039 2.746 0.341
H -1.314 2.555 1.550
H -1.481 3.269 -0.745
C 2.672 0.551 1.337
C 5.057 0.321 1.744
C 3.860 -0.244 1.338
C 2.710 1.883 1.877
C 3.929 2.421 2.262
C 5.089 1.644 2.196
H 5.970 -0.270 1.665
H 3.812 -1.245 0.892
H 1.793 2.492 1.862
H 3.964 3.466 2.581
H 6.033 2.075 2.482
C -2.241 -2.294 -1.836
O -1.981 -1.857 -2.961
C -1.455 -3.367 -1.119
H -2.057 -4.269 -1.173
H -1.337 -3.103 -0.058
H -0.438 -3.531 -1.477
C -3.477 -1.791 -1.111
H -4.298 -1.956 -1.807
H -3.494 -0.709 -0.852
H -3.678 -2.363 -0.203
N 0.144 -1.533 2.524
C -0.392 -1.787 3.717
C -1.769 -1.680 3.568
C -2.009 -1.330 2.253
N -0.811 -1.214 1.610
H 1.117 -1.553 2.249
H 0.229 -2.135 4.519
H -2.535 -1.844 4.294
H -2.894 -1.088 1.694
```

Summary:
Spin multiplicity: 3
LUMO energy (alpha / beta): 0.3 / 0.2 eV
Frontier orbital gap (alpha / beta): 6.45 / 7.59 eV
Charge: 0
⟨S²⟩: 2.02


Computed, not measured: a cluster of 2 separate species, C5H12N2O in total, with ωB97M-V/def2-TZVPD.

Structure (XYZ):
```
20
Properties=species:S:1:pos:R:3
C 0.852 -1.260 1.500
C -0.478 -1.749 1.045
N -1.364 -0.945 0.626
N -2.549 -1.406 0.134
H 0.916 -0.179 1.404
H 1.646 -1.728 0.915
H 1.022 -1.528 2.545
H -0.658 -2.830 1.077
H -2.819 -2.342 0.430
H -3.283 -0.722 0.251
C 2.051 1.044 -1.782
C 1.323 1.647 -0.861
C -0.418 1.907 -0.983
O -1.027 1.812 0.241
H 1.637 0.783 -2.747
H 3.075 0.740 -1.609
H 1.717 1.897 0.117
H 0.197 2.876 -1.108
H -0.733 1.120 -1.685
H -1.107 0.862 0.490
```

Summary:
Spin multiplicity: 1
Energy relative to the best compared isomer or geometry (same formula, charge and spin): 5.224 eV
LUMO energy: 1.0 eV
Frontier orbital gap: 9.30 eV
Charge: 0


Computed, not measured: a cluster of 2 separate species, C5H11FN2 in total, with ωB97M-V/def2-TZVPD.

Structure (XYZ):
```
19
Properties=species:S:1:pos:R:3
C 1.639 -0.102 -0.999
C 0.580 0.193 0.045
C -0.359 1.469 -0.249
C -0.671 -0.633 -0.486
C -1.564 -1.224 0.704
H 1.749 -1.190 -0.689
H 2.523 0.435 -0.736
H 1.144 0.281 -2.045
H 2.628 -0.397 1.253
H 1.128 0.856 2.149
H 0.047 2.388 -0.842
H -0.768 1.944 0.737
H -2.141 0.717 -0.805
H -0.510 -1.405 -1.281
H -1.257 -0.515 1.609
H -1.294 -2.336 1.115
N 1.271 0.054 1.384
N -1.186 0.561 -1.022
F -2.960 -1.095 0.157
```

Summary:
Spin multiplicity: 1
Energy relative to the best compared isomer or geometry (same formula, charge and spin): 5.189 eV
LUMO energy: 0.5 eV
Frontier orbital gap: 9.57 eV
Charge: 0


Computed, not measured: a structure of composition C11H23BrNO2P2Pd, with ωB97M-V/def2-TZVPD.

Structure (XYZ):
```
41
Properties=species:S:1:pos:R:3
Pd -0.118 0.025 -0.271
P -0.940 -1.793 0.753
C -2.695 -1.596 0.262
C -3.068 -0.122 0.295
N -2.068 0.764 0.114
C -2.316 2.090 0.120
C -3.600 2.576 0.377
C -4.652 1.680 0.560
C -4.381 0.314 0.488
C -1.157 3.025 -0.171
P 0.217 2.130 -0.958
H -5.147 -0.455 0.604
H -3.727 3.661 0.377
H -5.663 2.042 0.756
H -1.455 3.848 -0.835
H -0.767 3.438 0.773
H -2.742 -1.971 -0.784
H -3.325 -2.187 0.945
H -0.326 -0.708 -3.991
O -1.145 -1.095 -3.590
H -1.454 -1.677 -4.302
H 1.716 -0.243 -3.484
O 1.215 -0.027 -4.303
H 1.808 0.452 -4.910
C -0.040 2.235 -2.732
H -0.126 3.281 -3.044
H 0.790 1.737 -3.256
H -0.954 1.692 -2.998
C 1.780 2.860 -0.474
H 2.594 2.241 -0.869
H 1.850 3.883 -0.862
H 1.839 2.889 0.620
C -0.896 -1.710 2.556
H -1.555 -2.468 2.998
H 0.136 -1.879 2.888
H -1.225 -0.716 2.885
C -0.303 -3.363 0.142
H 0.780 -3.394 0.326
H -0.801 -4.204 0.643
H -0.489 -3.419 -0.940
Br 2.113 -0.698 -0.955
```

Summary:
Spin multiplicity: 3
Energy relative to the best compared isomer or geometry (same formula, charge and spin): 0.000 eV
LUMO energy (alpha / beta): -2.7 / -6.0 eV
Frontier orbital gap (alpha / beta): 6.36 / 6.25 eV
Charge: +1
⟨S²⟩: 2.01


Computed, not measured: a cluster of 2 separate species, C4H8N2O in total, with ωB97M-V/def2-TZVPD.

Structure (XYZ):
```
15
Properties=species:S:1:pos:R:3
C 1.252 0.762 -1.597
C -1.184 -1.234 1.519
N 0.442 -0.185 -1.212
N 0.598 -1.477 -1.125
C -0.773 0.152 1.580
C -0.444 1.304 1.596
O 0.897 2.075 -1.589
H 0.168 2.205 -0.951
H -0.350 0.115 -0.666
H 1.448 -1.770 -1.665
H 2.099 0.550 -2.190
H -0.301 2.351 1.778
H -0.322 -1.889 1.349
H -1.625 -1.552 2.461
H -1.904 -1.408 0.711
```

Summary:
Spin multiplicity: 1
Energy relative to the best compared isomer or geometry (same formula, charge and spin): 5.765 eV
LUMO energy (alpha / beta): 0.8 / 0.8 eV
Frontier orbital gap (alpha / beta): 7.84 / 7.84 eV
Charge: 0